16
Properties=species:S:1:pos:R:3:forces:R:3 method="wB97M-V/def2-TZVPD" energy_ha=-271.67892 lumo_ev=0.82 smiles="CC[C@@H](C)C=O" largest_force_ha_per_bohr=0.0589 relative_energy_kcal_mol=46.25 e_homo_ev=-9.6
C 0.4682 -0.3669 0.0415 0.7265 0.2438 2.0997
H 0.2272 -2.4716 0.5089 0.0639 -0.3358 -0.0995
H 1.5230 -0.4319 -0.1691 0.0106 -0.2396 -3.0205
H 0.2756 1.7585 -0.1637 -0.0161 0.0643 0.1106
H -1.7804 1.9780 -1.5041 0.2704 -0.2940 0.0822
H 1.9480 -1.2379 1.7566 -0.7939 0.3717 -0.4983
C -0.2918 -1.6540 -0.0195 0.2254 -0.0862 0.1774
H -1.1020 0.9648 0.5912 0.1977 0.0195 -0.0317
C -0.3832 0.8915 -0.2381 0.3120 0.0572 0.2712
C 1.3906 -0.3018 1.5222 -1.2149 0.0988 -0.0114
O -1.3850 -1.8497 -0.5126 0.8108 0.4600 0.3523
C -1.2098 1.0352 -1.5390 0.1988 -0.1857 0.0343
H 2.1715 0.4950 1.5496 -0.9148 -0.3177 -0.5394
H 0.6483 -0.1027 2.2684 -0.0630 0.0868 0.9142
H -0.5762 1.0752 -2.4297 0.0043 -0.0553 0.0980
H -1.9240 0.2183 -1.6626 0.1823 0.1121 0.0610